Entry 1:
{"formula": "C36H44N2PdSi", "method": "ωB97M-V with the def2-TZVPD basis set", "species": ["Pd", "Si", "N", "N", "C", "C", "C", "C", "C", "C", "C", "C", "C", "C", "C", "C", "C", "C", "C", "C", "C", "C", "C", "C", "C", "C", "C", "C", "C", "C", "C", "C", "C", "C", "C", "C", "C", "C", "C", "C", "H", "H", "H", "H", "H", "H", "H", "H", "H", "H", "H", "H", "H", "H", "H", "H", "H", "H", "H", "H", "H", "H", "H", "H", "H", "H", "H", "H", "H", "H", "H", "H", "H", "H", "H", "H", "H", "H", "H", "H", "H", "H", "H", "H"], "xyz": [[0.02, 1.31, -0.32], [-0.21, -0.59, -5.05], [1.29, -0.11, 1.18], [-1.42, -0.07, 1.16], [-3.29, 0.46, 5.64], [-1.12, 1.11, -7.09], [3.02, -1.89, -7.29], [-0.03, 2.95, -1.54], [1.82, -1.86, -6.58], [0.66, -0.58, 2.28], [-2.03, 1.99, -7.69], [-3.00, -0.63, 3.40], [3.42, -0.59, 2.15], [4.50, 0.17, 4.84], [2.81, -0.96, 3.36], [-0.44, -1.44, -3.04], [-3.72, -1.97, 5.46], [2.98, -1.49, 5.88], [-3.81, -0.64, 4.71], [-0.83, -0.52, 2.28], [3.44, 0.41, -6.68], [3.83, -0.75, -7.36], [-1.61, -0.84, 3.42], [3.73, -1.14, 4.59], [-3.58, -0.31, 2.17], [-1.16, 2.95, -0.66], [-2.42, 1.17, -5.03], [1.42, -0.69, -5.91], [2.25, 0.44, -5.95], [-5.30, -0.36, 4.47], [-3.34, 2.02, -5.66], [-2.76, 0.01, 1.08], [1.42, -1.05, 3.39], [-1.28, 0.73, -5.74], [-3.12, 2.48, -6.96], [1.16, 2.97, -0.73], [-0.68, 2.97, 0.68], [4.78, -2.24, 4.35], [0.75, 2.97, 0.65], [2.62, -0.13, 1.10], [-0.58, -1.00, -2.02], [4.75, -0.75, -7.97], [0.88, -1.43, 4.25], [-1.30, 2.98, 1.58], [4.30, -3.21, 4.17], [5.42, -2.00, 3.50], [-4.66, -0.24, 2.04], [-1.91, 2.28, -8.73], [2.26, -0.72, 6.15], [2.17, 2.89, -1.10], [-3.39, 1.45, 5.17], [-1.10, -1.19, 4.31], [-4.25, 2.33, -5.13], [2.48, -2.46, 5.81], [3.08, 0.25, 0.18], [-2.59, 0.80, -4.02], [3.81, 0.99, 5.03], [5.15, 0.05, 5.72], [-3.20, 0.36, 0.14], [5.13, 0.42, 3.99], [-3.80, 3.21, -7.42], [1.94, 1.36, -5.44], [-2.70, -2.22, 5.76], [4.50, -0.60, 2.04], [0.38, -0.66, -3.37], [-5.75, -1.14, 3.85], [5.42, -2.33, 5.24], [1.41, 2.97, 1.50], [-3.88, 0.48, 6.56], [-1.51, -1.41, -3.34], [-0.03, -2.44, -2.93], [-2.21, 2.89, -0.97], [3.72, -1.56, 6.70], [-0.93, -1.87, -5.38], [-2.24, 0.31, 5.91], [1.16, -2.73, -6.58], [-4.11, -2.79, 4.84], [-0.07, 2.90, -2.62], [-5.44, 0.62, 3.99], [-4.34, -1.91, 6.36], [3.34, -2.80, -7.80], [-5.82, -0.34, 5.43], [4.08, 1.30, -6.71], [-0.30, 0.70, -7.68]], "multiplicity": 5, "homo_ev": [-10.310, -14.319], "charge": 2, "s_squared": 6.041, "gap_ha": [0.1613, 0.2108]}

***

Entry 2:
{"formula": "C30H62", "method": "ωB97M-V with the def2-TZVPD basis set", "species": ["C", "C", "C", "C", "C", "C", "C", "C", "C", "C", "C", "C", "C", "C", "C", "C", "C", "C", "C", "C", "C", "C", "C", "C", "C", "C", "C", "C", "C", "C", "H", "H", "H", "H", "H", "H", "H", "H", "H", "H", "H", "H", "H", "H", "H", "H", "H", "H", "H", "H", "H", "H", "H", "H", "H", "H", "H", "H", "H", "H", "H", "H", "H", "H", "H", "H", "H", "H", "H", "H", "H", "H", "H", "H", "H", "H", "H", "H", "H", "H", "H", "H", "H", "H", "H", "H", "H", "H", "H", "H", "H", "H"], "xyz": [[2.62, 1.73, -2.22], [-0.72, -5.70, 3.76], [-1.46, -4.28, 1.06], [-0.78, -4.19, 3.53], [-0.97, -1.36, 6.23], [-3.39, -3.89, -2.29], [1.39, 4.43, -1.14], [3.44, 3.65, 0.07], [-1.83, -3.83, 2.48], [-1.52, 5.33, -4.52], [3.21, 3.13, -2.40], [1.17, -0.91, -2.94], [-2.47, -3.78, 0.04], [0.85, -2.38, -2.69], [2.65, -0.64, -3.24], [-0.89, -4.06, -1.97], [-2.62, 6.88, -2.90], [-2.27, -4.36, -1.37], [-0.67, 5.52, -2.14], [-1.30, 6.26, -3.32], [2.91, 0.86, -3.44], [-0.78, -1.98, 4.84], [-1.25, 0.71, 7.61], [2.88, 4.12, -1.28], [-0.56, -2.57, -2.14], [0.77, 5.05, -2.39], [0.59, 0.62, 5.93], [-1.06, -3.48, 4.86], [3.12, -1.41, -4.47], [-0.84, 0.17, 6.25], [-1.51, 0.59, 5.49], [1.37, 5.90, -2.71], [-2.01, 5.86, -5.32], [2.50, -1.15, -5.33], [-3.07, 7.43, -3.73], [0.94, -2.95, -3.62], [0.56, -0.55, -3.78], [0.25, -1.82, 4.51], [-0.66, 6.19, -1.27], [3.06, 1.26, -1.34], [-0.57, 4.94, -4.90], [3.06, -2.48, -4.31], [-2.34, -5.46, -1.29], [-1.29, 4.66, -1.88], [-1.68, -6.06, 4.11], [2.86, 3.54, -3.35], [-1.28, -2.11, -2.82], [0.77, 4.32, -3.20], [0.20, -3.85, 3.17], [-0.12, -4.52, -1.34], [3.23, -0.98, -2.38], [2.32, 1.21, -4.29], [-2.45, -2.69, -0.01], [-1.97, -1.62, 6.58], [-3.47, -4.07, 0.38], [-1.44, -1.48, 4.13], [-0.64, -2.06, -1.18], [1.57, -2.79, -1.98], [-2.28, 0.43, 7.85], [-0.61, 0.31, 8.39], [-0.45, -3.93, 5.64], [-0.83, -4.54, -2.95], [4.15, -1.15, -4.71], [0.84, 3.53, -0.87], [2.89, 2.78, 0.43], [-3.43, -2.81, -2.33], [-2.14, 4.49, -4.23], [-0.62, 7.06, -3.63], [-1.19, 1.79, 7.64], [-0.25, -1.79, 6.92], [3.39, 5.06, -1.54], [4.30, 3.04, -2.47], [0.03, -5.94, 4.51], [3.35, 4.44, 0.81], [0.67, 1.70, 6.00], [-1.41, -5.37, 1.02], [4.49, 3.38, -0.02], [-0.47, -3.89, 0.82], [-3.25, -4.27, -3.30], [0.87, 0.33, 4.92], [-4.36, -4.25, -1.93], [0.88, -0.34, -2.05], [-2.78, -4.28, 2.76], [-3.32, 6.11, -2.59], [-2.48, 7.57, -2.07], [-1.96, -2.75, 2.46], [-0.47, -6.22, 2.84], [1.29, 0.17, 6.63], [1.27, 5.14, -0.31], [3.97, 0.98, -3.71], [-2.11, -3.64, 5.14], [1.54, 1.80, -2.07]], "homo_ev": -10.311, "charge": 0, "gap_ha": 0.4025}

***

Entry 3:
{"formula": "C16H48As2F12N4O4", "method": "ωB97M-V with the def2-TZVPD basis set", "species": ["As", "As", "F", "F", "F", "F", "F", "F", "F", "F", "F", "F", "F", "F", "O", "O", "O", "O", "N", "N", "N", "N", "C", "C", "C", "C", "C", "C", "C", "C", "C", "C", "C", "C", "C", "C", "C", "C", "H", "H", "H", "H", "H", "H", "H", "H", "H", "H", "H", "H", "H", "H", "H", "H", "H", "H", "H", "H", "H", "H", "H", "H", "H", "H", "H", "H", "H", "H", "H", "H", "H", "H", "H", "H", "H", "H", "H", "H", "H", "H", "H", "H", "H", "H", "H", "H"], "xyz": [[1.21, -1.30, 0.50], [-1.00, -0.92, -3.81], [-2.60, -0.34, -3.95], [0.60, -1.56, -3.55], [-0.38, 0.39, -4.73], [0.47, -1.59, 2.03], [0.33, 0.20, 0.35], [2.47, -0.44, 1.28], [-1.61, -2.28, -2.84], [-1.14, -1.91, -5.17], [2.14, -2.72, 0.67], [1.88, -1.04, -1.09], [-0.11, -2.16, -0.26], [-0.85, 0.00, -2.33], [2.14, -5.72, -1.49], [1.32, 2.62, 4.57], [-0.36, 3.10, -3.43], [-2.73, 1.40, 1.07], [0.38, -4.09, -2.24], [-2.89, -0.86, -0.53], [1.66, 1.27, -2.89], [1.26, 5.33, 5.68], [0.14, 3.34, 4.75], [-3.30, -0.85, 0.96], [1.41, 1.82, 3.41], [0.33, 4.20, 5.97], [-0.95, 4.72, 6.58], [2.41, 2.55, -0.93], [-1.99, 2.46, 1.63], [1.81, -5.99, -2.83], [-1.64, 3.07, -2.83], [1.24, 2.27, -1.85], [3.42, -6.23, -1.12], [0.68, 3.46, -2.58], [0.46, -5.31, -3.10], [0.24, -4.96, -4.56], [-3.26, -2.27, 1.47], [-2.44, 0.16, 1.66], [3.23, 3.06, -1.44], [1.45, 3.96, -3.17], [-0.50, -3.57, -2.36], [1.13, -4.48, -4.97], [-1.99, 2.39, 2.73], [4.20, -5.66, -1.64], [2.14, 5.00, 5.27], [-0.08, 3.94, 3.84], [-0.59, -4.27, -4.73], [0.02, -5.85, -5.13], [2.30, 1.22, 3.52], [1.73, 0.33, -2.46], [0.40, 4.26, -1.87], [-1.68, 3.93, 6.71], [2.78, 1.65, -0.43], [3.52, -7.27, -1.43], [-1.40, 5.46, 5.91], [2.11, 3.25, -0.14], [1.68, -7.07, -2.98], [-0.93, 2.42, 1.35], [2.53, 1.54, -3.35], [0.50, 1.75, -1.25], [-1.91, -1.11, -0.66], [-0.32, -5.98, -2.74], [2.54, -5.56, -3.52], [1.49, 2.40, 2.48], [-1.39, -0.12, 1.54], [0.93, 1.21, -3.62], [-3.11, 0.07, -0.90], [-0.83, 5.26, 7.51], [0.83, 5.97, 5.00], [1.45, 5.90, 6.51], [0.81, 3.51, 6.67], [0.41, -4.46, -1.29], [-2.32, -2.78, 1.24], [-2.29, 2.41, -3.40], [-4.34, -0.53, 0.87], [-0.76, 2.72, 4.87], [3.55, -6.07, -0.06], [-2.40, 3.42, 1.33], [0.54, 1.16, 3.30], [1.11, -3.40, -2.42], [-3.37, -2.34, 2.56], [-2.66, 0.13, 2.74], [-1.61, 2.72, -1.79], [-2.09, 4.07, -2.86], [-3.49, -1.55, -0.97], [-4.11, -2.85, 1.12]], "homo_ev": -14.272, "charge": 2, "gap_ha": 0.3446}

***

Entry 4:
{"formula": "H24O12", "method": "ωB97M-V with the def2-TZVPD basis set", "species": ["O", "O", "O", "O", "O", "O", "O", "O", "O", "O", "O", "O", "H", "H", "H", "H", "H", "H", "H", "H", "H", "H", "H", "H", "H", "H", "H", "H", "H", "H", "H", "H", "H", "H", "H", "H"], "xyz": [[-4.10, -13.19, -21.40], [-3.38, -9.54, -21.31], [-7.13, -10.96, -26.54], [-7.14, -12.55, -23.26], [-8.05, -9.28, -24.28], [-4.43, -9.91, -18.46], [-5.89, -10.44, -22.25], [-7.25, -8.92, -20.76], [-4.74, -7.70, -22.96], [-5.78, -12.00, -19.47], [-4.99, -10.19, -24.85], [-6.23, -7.60, -25.56], [-8.61, -9.14, -24.99], [-6.27, -8.08, -26.36], [-7.03, -13.25, -22.63], [-5.06, -10.63, -18.63], [-4.50, -10.98, -24.61], [-4.25, -9.60, -24.70], [-5.69, -7.57, -23.01], [-2.74, -9.89, -21.97], [-3.79, -14.03, -21.73], [-7.45, -8.16, -21.28], [-3.89, -12.67, -22.24], [-5.06, -10.36, -21.79], [-4.48, -7.12, -23.69], [-6.26, -12.26, -18.65], [-7.65, -11.72, -26.18], [-5.64, -10.24, -23.14], [-3.84, -8.83, -21.71], [-4.02, -9.77, -19.30], [-6.80, -11.72, -22.85], [-5.32, -12.75, -19.89], [-5.67, -8.25, -25.17], [-8.39, -9.89, -23.58], [-6.77, -10.63, -25.72], [-6.88, -9.61, -21.33]], "homo_ev": -9.826, "charge": 0, "smiles": "O.O.O.O.O.O.O.O.O.O.O.O", "gap_ha": 0.3312}

***

Entry 5:
{"formula": "C16H17AlNO6S", "method": "ωB97M-V with the def2-TZVPD basis set", "species": ["S", "Al", "O", "O", "O", "O", "O", "O", "N", "C", "C", "C", "C", "C", "C", "C", "C", "C", "C", "C", "C", "C", "C", "C", "C", "H", "H", "H", "H", "H", "H", "H", "H", "H", "H", "H", "H", "H", "H", "H", "H", "H"], "xyz": [[-2.12, 5.49, -3.06], [0.83, 2.84, -3.51], [5.34, 3.21, -4.08], [-0.09, -0.17, 1.12], [-0.79, -3.14, 2.78], [-5.14, -0.18, -0.54], [-1.50, -6.86, 6.51], [2.08, 1.60, -2.93], [-0.96, 2.62, -2.73], [-1.54, 3.87, -3.00], [-0.95, -3.99, 3.64], [0.02, -5.55, 5.27], [-3.98, -0.18, -0.16], [-1.70, 0.71, -0.35], [-3.53, -1.06, 0.93], [-2.26, -1.06, 1.35], [3.87, 4.66, -2.67], [-2.30, -4.45, 4.02], [-2.97, 0.71, -0.78], [-1.26, -0.17, 0.74], [-2.48, -5.39, 4.95], [3.88, 3.36, -3.73], [-1.33, -6.01, 5.65], [0.20, -4.61, 4.34], [3.47, 1.99, -2.97], [4.97, 4.84, -2.28], [3.48, 5.64, -3.17], [-0.95, 1.36, -0.79], [0.61, 2.59, -5.09], [1.18, -4.26, 4.05], [4.07, 1.10, -3.49], [-3.32, 1.35, -1.58], [-3.47, -5.74, 5.24], [-1.92, -1.70, 2.15], [0.85, -6.01, 5.79], [3.35, 3.59, -4.75], [-3.13, -3.99, 3.50], [5.46, 3.93, -4.80], [1.19, 4.37, -3.33], [-4.28, -1.71, 1.37], [3.24, 4.34, -1.71], [3.89, 2.05, -1.86]], "homo_ev": -5.141, "charge": -1, "gap_ha": 0.1689}

***

Entry 6:
{"formula": "C4H6O4", "method": "ωB97M-V with the def2-TZVPD basis set", "species": ["O", "O", "O", "O", "C", "C", "C", "C", "H", "H", "H", "H", "H", "H"], "xyz": [[0.18, -1.67, 0.52], [-0.31, 0.45, 2.17], [1.36, -0.09, -1.92], [-1.53, -0.90, -0.83], [0.65, 0.28, -0.84], [-0.61, 0.66, 0.85], [-0.38, -0.56, -0.12], [0.54, 1.38, -0.10], [-1.27, -1.43, -1.60], [-0.50, -2.07, 1.08], [0.47, -0.12, 2.22], [-1.59, 1.13, 0.78], [1.99, 0.60, -2.16], [0.98, 2.35, -0.06]], "homo_ev": -9.397, "charge": 0, "smiles": "OC1=C[C@H](O)C1(O)O", "gap_ha": 0.3673}

***

Entry 7:
{"formula": "C17H41N8O20S2", "method": "ωB97M-V with the def2-TZVPD basis set", "species": ["S", "S", "O", "O", "O", "O", "O", "O", "O", "O", "O", "O", "O", "O", "O", "O", "O", "O", "O", "O", "O", "O", "N", "N", "N", "N", "N", "N", "N", "N", "C", "C", "C", "C", "C", "C", "C", "C", "C", "C", "C", "C", "C", "C", "C", "C", "C", "H", "H", "H", "H", "H", "H", "H", "H", "H", "H", "H", "H", "H", "H", "H", "H", "H", "H", "H", "H", "H", "H", "H", "H", "H", "H", "H", "H", "H", "H", "H", "H", "H", "H", "H", "H", "H", "H", "H", "H", "H"], "xyz": [[1.79, -0.69, 2.81], [2.85, -2.73, 4.29], [1.56, 0.72, 3.01], [-1.87, -0.98, -1.73], [0.74, -1.45, 2.17], [-10.42, -6.20, -0.68], [2.58, -3.59, 3.16], [-2.42, 0.84, -0.52], [6.57, 5.37, 1.44], [-0.47, 1.17, -4.99], [1.57, 3.91, -0.28], [6.27, -3.97, 7.18], [-6.27, -1.36, 0.83], [3.69, 3.56, -0.31], [-3.57, 1.43, -6.81], [5.99, -5.48, 8.68], [-11.84, -4.63, -0.30], [-8.28, -1.67, 1.51], [5.27, 7.00, 1.93], [0.06, 0.29, -6.88], [-4.84, 3.12, -6.47], [2.57, -3.28, 5.59], [2.71, 4.22, -0.04], [2.28, -1.28, 4.20], [6.35, 6.54, 1.64], [-10.70, -5.05, -0.44], [-0.51, 0.28, -5.81], [-7.16, -1.21, 1.62], [5.64, -4.88, 7.68], [-3.77, 2.61, -6.67], [3.88, 0.31, -0.47], [0.44, -1.78, -1.99], [-3.24, -1.30, 0.21], [2.93, 5.53, 0.63], [0.70, -0.31, -2.35], [3.17, -0.84, 1.67], [7.48, 7.50, 1.54], [4.37, -5.27, 7.02], [-6.84, -0.39, 2.83], [-9.61, -4.05, -0.30], [1.34, 0.50, -1.21], [-2.59, 3.52, -6.76], [-1.00, -2.10, -1.57], [2.82, 0.82, -1.44], [3.60, 0.46, 1.02], [-1.33, -0.91, -5.48], [-2.47, -0.38, -0.66], [-0.19, 0.16, -2.71], [-3.89, -0.70, 0.82], [4.77, 0.89, -0.68], [1.15, 0.00, -0.28], [0.82, 1.44, -1.13], [7.58, 7.99, 2.50], [-2.10, -0.99, -6.25], [-2.58, -1.84, 0.85], [4.60, -5.56, 6.01], [3.71, -4.41, 7.00], [-9.67, -3.62, 0.69], [2.50, 6.29, -0.02], [-1.03, -2.51, -0.58], [-0.68, -1.78, -5.50], [-9.76, -3.29, -1.05], [-6.01, -0.89, 3.33], [7.22, 8.22, 0.77], [1.10, -2.02, -1.17], [3.94, -6.09, 7.58], [1.40, -0.31, -3.17], [8.37, 6.94, 1.28], [0.73, -2.44, -2.79], [3.10, 0.43, -2.42], [-3.82, -2.00, -0.36], [4.49, 0.80, 1.53], [-1.39, -2.87, -2.23], [3.98, 5.69, 0.79], [2.85, 1.21, 1.17], [4.18, -2.60, 4.29], [4.16, -0.71, -0.70], [2.95, 1.87, -1.52], [-2.78, 4.21, -7.57], [-2.52, 4.04, -5.81], [-7.72, -0.35, 3.45], [-1.77, -0.76, -4.50], [2.39, 5.50, 1.57], [-1.71, 2.91, -6.94], [2.84, -1.55, 0.94], [-6.53, 0.59, 2.48], [3.99, -1.29, 2.21], [-8.66, -4.56, -0.45]], "homo_ev": -6.354, "charge": -1, "gap_ha": 0.2825}

***

Entry 8:
{"formula": "C16H27N5O5PdS3", "method": "ωB97M-V with the def2-TZVPD basis set", "species": ["Pd", "S", "S", "S", "O", "O", "O", "O", "O", "N", "N", "N", "N", "N", "C", "C", "C", "C", "C", "C", "C", "C", "C", "C", "C", "C", "C", "C", "C", "C", "H", "H", "H", "H", "H", "H", "H", "H", "H", "H", "H", "H", "H", "H", "H", "H", "H", "H", "H", "H", "H", "H", "H", "H", "H", "H", "H"], "xyz": [[-0.50, -0.62, 0.09], [-0.79, -2.43, 1.84], [-0.52, -0.61, -2.28], [3.02, -0.28, 1.56], [-0.23, -3.39, 2.76], [-0.34, -0.99, 2.10], [-0.16, -2.62, 0.43], [-2.24, -2.48, 1.71], [2.64, 0.59, 0.40], [-1.22, 1.25, 0.17], [-1.23, 3.57, -0.18], [0.67, 2.28, -0.61], [-3.06, -1.33, -1.96], [-1.55, -3.05, -1.89], [-2.53, 1.31, 0.80], [-3.35, 2.45, 0.22], [2.94, -1.96, 0.98], [2.74, -4.55, 0.08], [2.68, -2.97, 1.89], [-0.46, 4.79, -0.36], [2.97, -3.51, -0.83], [1.51, 3.42, -0.90], [-2.56, 3.73, 0.36], [2.59, -4.28, 1.43], [-1.80, -1.75, -2.03], [0.65, 4.57, -1.38], [4.81, -0.14, 1.62], [-0.60, 2.35, -0.18], [-4.12, -2.13, -1.35], [3.07, -2.21, -0.37], [-3.54, 2.26, -0.84], [-0.04, 5.14, 0.59], [-3.16, -0.33, -1.98], [5.05, 0.88, 1.92], [-3.88, -2.36, -0.31], [2.50, -2.75, 2.93], [-0.58, -3.27, -1.69], [0.21, 4.33, -2.35], [1.17, 1.44, -0.32], [-2.51, 4.02, 1.42], [-4.31, 2.54, 0.73], [3.07, -3.73, -1.88], [-2.20, -3.60, -1.34], [-3.02, 0.35, 0.66], [5.19, -0.35, 0.62], [-2.42, 1.44, 1.88], [1.25, 5.48, -1.48], [2.66, -5.56, -0.28], [-4.27, -3.05, -1.92], [5.20, -0.85, 2.35], [2.36, -5.07, 2.12], [-5.05, -1.56, -1.39], [-3.05, 4.55, -0.17], [-1.15, 5.56, -0.71], [3.21, -1.38, -1.06], [2.23, 3.13, -1.66], [2.08, 3.72, -0.01]], "homo_ev": -8.494, "charge": 0, "gap_ha": 0.3254}

***

no.,M (g mol⁻¹),strongest force on any atom (eV/Å),energy (Eh)
1,639.27,8.48,-1924.28108
2,422.83,0.52,-1180.31758
3,738.40,1.65,-6828.10449
4,216.18,4.44,-917.23072
5,378.36,10.99,-1766.63312
6,118.09,2.88,-456.92220
7,741.68,2.66,-3410.92965
8,572.04,0.99,-2598.36996